(1)
The following is a quantum chemistry calculation of a cluster of 2 separate species, C5H10N in total at a distorted geometry, from the Open Molecules 2025 dataset.

The geometry in XYZ format:
```
16
Properties=species:S:1:pos:R:3:forces:R:3:lowdin_charge:R:1
C 3.387636 0.054520 -0.289623 -0.86 0.04 -0.98 -0.06
C 2.304754 -0.460548 0.281372 -0.25 -0.74 1.17 0.03
C -0.110134 -1.262336 0.041802 3.10 -1.74 0.41 0.13
C -0.892882 -0.247822 0.020513 0.47 0.60 -0.61 -0.38
C -0.468980 1.207010 -0.134206 -3.38 -1.08 -1.01 -0.02
N -2.348257 -0.621014 -0.087026 0.99 -1.26 -2.37 0.25
H 4.130832 0.550308 0.409765 -0.71 -0.86 -0.92 0.10
H 3.558106 0.108177 -1.433329 -0.33 0.07 2.15 0.10
H 2.043737 -0.795622 1.308030 0.53 0.81 -0.96 0.06
H -0.228738 -2.349785 0.220075 0.02 0.90 -0.42 0.08
H 0.568043 1.329576 -0.051735 1.28 -0.07 0.55 0.04
H -1.060918 1.717644 0.650010 0.52 0.65 -0.82 0.10
H -0.718203 1.438707 -1.210762 -0.11 0.57 1.25 0.12
H -3.000855 -0.138280 0.410018 -2.14 2.18 2.33 0.13
H -2.532882 -1.593835 0.051394 0.56 -1.18 1.26 0.16
H -2.721712 -0.641096 -1.028337 0.34 1.10 -1.04 0.18
```
Positions in Å, forces in eV/Å.

The calculation puts the frontier orbital gap (spin up / spin down) at 0.2974 / 0.3412 Ha. As for the net charge: +1. The value obtained for the highest occupied orbital energy (spin up / spin down) is -12.585 / -13.188 eV.

(2)
The following is a quantum chemistry calculation of a structure of composition C8H18ClIO3PTi at a distorted geometry, from the Open Molecules 2025 dataset.

The geometry in XYZ format:
```
33
Properties=species:S:1:pos:R:3:forces:R:3:lowdin_charge:R:1
C 0.879068 -6.382889 -2.879185 0.34 -0.15 0.13 -0.09
C 1.296278 -5.379301 -1.822957 2.65 -1.01 1.20 -0.81
H 1.637686 -7.189059 -2.928306 -0.37 0.54 0.14 0.11
H 0.810298 -5.892320 -3.856368 -0.09 -0.01 0.23 0.09
H -0.093634 -6.819271 -2.625443 0.13 0.22 -0.05 0.09
O 2.278341 -5.424218 -1.122498 -2.45 0.29 -1.62 0.02
I -0.067354 -3.684260 -1.587728 -0.12 0.20 0.03 0.74
Ti -0.271362 0.126090 1.050977 -4.79 -1.89 -1.16 0.65
P 0.950213 1.339682 -0.468357 1.17 1.83 -2.49 0.72
C 2.386782 2.338541 -0.002059 -0.11 -0.26 0.48 -0.21
C 1.501823 0.248012 -1.811098 -0.10 -0.45 0.39 -0.21
H -1.068238 2.000023 -1.659009 0.28 0.18 -0.03 0.06
H 0.389270 2.961535 -2.121961 -0.26 0.01 0.16 0.08
H -0.480722 3.313523 -0.578839 0.16 -0.13 -0.33 0.07
C -0.178171 2.527704 -1.288107 -0.18 -0.21 0.40 -0.21
H 0.661206 -0.351731 -2.176232 0.16 0.14 -0.04 0.03
H 1.906818 0.884751 -2.601719 0.02 -0.10 0.04 0.08
H 2.782564 2.828649 -0.892844 0.01 -0.02 0.05 0.08
H 3.147130 1.697154 0.449455 0.10 0.10 -0.14 0.07
H 2.266701 -0.436308 -1.426980 -0.02 0.11 -0.23 0.07
H 2.089614 3.087546 0.735874 0.07 0.06 -0.11 0.07
C 1.157981 0.582978 2.484086 4.40 3.26 6.36 0.00
O 1.727775 1.112735 3.359546 -2.84 -2.92 -4.71 0.22
Cl -1.802533 -0.824764 -0.371029 1.31 0.52 0.97 0.10
C -3.283110 2.434518 3.059737 0.60 -0.18 -0.22 -0.02
C -2.206866 1.365438 2.827202 -0.90 0.78 1.34 -0.23
O -1.588979 1.603504 1.551434 1.39 -0.14 -1.24 -0.24
H -2.829826 3.428050 3.146255 -0.04 -0.21 -0.02 0.10
H -3.808670 2.221704 3.977308 -0.20 -0.07 0.28 0.10
H -4.012839 2.441461 2.242959 0.06 -0.12 0.09 0.10
H -1.401927 1.433383 3.563642 -0.08 0.19 0.04 0.12
H -2.597003 0.356631 2.859139 -0.37 -0.29 -0.20 0.13
H -2.178313 2.050509 0.913104 0.06 -0.26 0.28 0.14
```
Positions in Å, forces in eV/Å.

As for the multiplicity: 2. The calculation puts the frontier orbital gap (spin up / spin down) at 0.1597 / 0.1693 Ha. As for the net charge: +2. The value obtained for the highest occupied orbital energy (spin up / spin down) is -14.450 / -14.452 eV.

(3)
The following is a quantum chemistry calculation of a structure of composition C34H30N4O2SScSe, from the Open Molecules 2025 dataset.

The geometry in XYZ format:
```
73
Properties=species:S:1:pos:R:3:forces:R:3:lowdin_charge:R:1
Sc 0.004919 -0.073550 -0.209221 0.11 0.07 -0.60 0.64
C -4.076545 1.030496 1.566347 -0.08 -0.04 -0.04 -0.06
C -4.244439 0.451894 0.186592 0.01 0.07 -0.01 -0.20
C -5.373153 0.799985 -0.546602 -0.06 0.03 0.04 -0.06
C -5.618048 0.261074 -1.798960 0.01 -0.06 -0.04 -0.10
C -4.737958 -0.677754 -2.307380 -0.03 0.03 0.01 -0.07
C -3.596615 -1.055070 -1.602444 0.05 0.03 0.03 -0.20
C -2.726302 -2.143562 -2.158585 -0.13 -0.04 0.03 -0.06
C -3.312136 -0.445314 -0.372864 -0.03 -0.09 0.00 -0.19
N -2.083393 -0.693125 0.328792 0.08 0.03 0.05 0.00
C -2.242376 -1.216730 1.568137 0.11 -0.10 -0.21 -0.51
O -3.193611 -1.837671 2.017062 -0.22 -0.05 0.12 0.06
C -1.112143 -0.840708 2.491868 0.07 0.05 -0.16 -0.17
C -1.306072 -0.680680 3.845719 0.02 -0.09 0.32 0.02
C -0.291534 -0.088812 4.586557 0.02 0.00 0.00 -0.02
C 0.877249 0.324194 3.960459 -0.06 0.03 0.28 0.02
C 1.000265 0.105750 2.607112 0.11 -0.27 -0.18 -0.18
N 0.030395 -0.485289 1.910566 -0.19 0.23 0.34 0.05
C 2.234669 0.477668 1.817471 -0.06 0.05 -0.18 -0.49
O 3.214818 0.892572 2.423201 0.15 0.04 0.04 0.05
N 2.065657 0.268563 0.496574 0.09 -0.34 0.09 0.00
C 3.220390 0.245970 -0.336214 0.00 0.09 0.07 -0.21
C 3.227420 1.042976 -1.488090 -0.05 0.05 -0.03 -0.22
C 2.065678 1.951812 -1.778212 0.45 0.02 0.05 -0.06
C 4.304744 0.992565 -2.359989 0.01 0.02 -0.05 -0.06
C 5.378612 0.153201 -2.112296 0.04 -0.02 0.00 -0.10
C 5.360839 -0.645721 -0.982979 -0.03 0.01 0.03 -0.06
C 4.295866 -0.620149 -0.084391 0.02 -0.01 0.05 -0.19
C 4.341277 -1.532147 1.112902 -0.04 0.04 -0.08 -0.04
H -4.774630 1.855609 1.715572 0.04 -0.01 -0.02 0.08
H -3.069513 1.410525 1.722210 0.08 0.03 0.03 0.01
H -4.273168 0.267862 2.325673 -0.02 0.06 -0.06 0.08
H -6.074298 1.512051 -0.118403 0.08 -0.07 -0.03 0.10
H -6.500674 0.548815 -2.360869 0.06 0.00 0.04 0.09
H -4.936027 -1.144269 -3.268434 0.01 0.01 0.08 0.10
H -3.277407 -2.722452 -2.903283 0.00 0.01 0.05 0.08
H -2.393824 -2.818754 -1.372851 0.01 -0.03 0.06 0.07
H -1.836302 -1.750735 -2.638703 0.22 0.07 -0.07 0.03
H -2.248332 -0.991113 4.277128 0.05 0.01 -0.01 0.12
H -0.421074 0.069216 5.650104 0.00 0.01 0.00 0.11
H 1.683518 0.820096 4.482550 0.00 -0.04 -0.01 0.12
H 1.900494 2.656613 -0.968746 0.00 0.08 0.06 0.07
H 1.140427 1.394197 -1.901931 -0.29 -0.13 -0.19 0.01
H 2.222473 2.502883 -2.705745 -0.01 0.00 0.02 0.09
H 4.294976 1.615796 -3.249200 -0.01 -0.03 0.06 0.10
H 6.216393 0.112017 -2.800126 -0.05 0.01 0.04 0.09
H 6.187992 -1.320635 -0.788031 -0.03 0.01 0.00 0.10
H 5.031029 -2.358652 0.931949 -0.03 0.03 0.00 0.08
H 3.359023 -1.952417 1.337830 0.02 0.01 -0.02 0.06
H 4.663210 -0.984345 1.998739 0.01 0.00 0.03 0.08
Se -0.909092 2.371214 0.304818 -0.50 -0.01 0.00 0.74
C -0.192387 4.056377 -0.203471 0.20 -0.27 -0.04 -0.66
C 0.321291 4.921829 0.758675 0.04 0.13 -0.02 -0.12
C 0.784187 6.168658 0.362865 0.00 0.02 -0.20 -0.17
N 0.777899 6.603705 -0.903049 -0.06 -0.18 0.12 0.03
C 0.282522 5.762335 -1.815362 0.04 0.01 0.15 -0.17
C -0.210612 4.498433 -1.522563 0.05 0.20 0.00 -0.13
H 0.355675 4.619402 1.799221 0.03 0.05 -0.08 0.09
H 1.191806 6.859519 1.098485 -0.05 -0.08 -0.06 0.10
H 0.282951 6.119701 -2.842031 -0.01 -0.01 0.05 0.10
H -0.612482 3.869123 -2.304735 0.01 -0.01 -0.02 0.10
S 0.858300 -1.552825 -2.108087 -0.18 0.27 0.13 0.60
C 0.538463 -3.058583 -1.237017 -0.04 -0.06 0.11 -0.68
C 0.879890 -3.210190 0.112113 -0.07 -0.11 -0.10 -0.14
C 0.601125 -4.387990 0.798196 -0.01 0.05 -0.09 -0.09
C -0.014803 -5.446549 0.146818 -0.01 0.02 0.02 -0.11
C -0.342041 -5.316265 -1.199228 0.02 0.08 -0.03 -0.10
C -0.066974 -4.141040 -1.884896 -0.01 -0.08 0.05 -0.14
H 1.392824 -2.402083 0.615841 0.07 0.05 0.04 0.06
H 0.878634 -4.479898 1.842287 -0.02 0.04 -0.02 0.10
H -0.238877 -6.363243 0.682056 0.02 0.07 -0.06 0.09
H -0.831394 -6.135310 -1.715324 0.05 0.03 0.00 0.10
H -0.329644 -4.041041 -2.932174 -0.01 -0.01 0.06 0.10
```
Positions in Å, forces in eV/Å.

The calculation puts the frontier orbital gap at 0.2747 Ha. As for the net charge: -1. The value obtained for the highest occupied orbital energy is -5.391 eV.

(4)
The following is a quantum chemistry calculation of a cluster of 6 separate species, C33H64ClN9 in total at a distorted geometry, from the Open Molecules 2025 dataset.

The geometry in XYZ format:
```
107
Properties=species:S:1:pos:R:3:forces:R:3:lowdin_charge:R:1
C 1.896162 2.095670 -2.031242 0.49 -0.38 -0.18 -0.12
C 0.973586 3.001508 -2.861244 -0.56 -0.37 0.52 -0.22
C -0.455948 3.146532 -2.305220 0.13 -1.02 1.55 -0.21
C -1.492310 3.710248 -3.238800 0.43 1.22 0.09 -0.12
N -2.812544 4.101935 -2.584806 -0.13 -0.45 -1.40 -0.28
C -3.859029 4.180634 -3.683185 -0.35 -0.06 0.85 -0.10
C -5.184842 4.108369 -2.928301 0.48 0.49 -0.12 -0.13
C -4.886878 3.343792 -1.606167 -0.44 -0.72 -0.98 -0.12
C -3.382819 3.035171 -1.617996 -0.18 2.70 -1.13 -0.06
C -2.649055 5.469989 -1.969432 0.12 -0.96 -0.01 0.05
H 2.922026 2.379457 -2.272377 0.05 -0.03 0.09 0.08
H 1.825901 1.035889 -2.296521 -0.27 0.07 -0.20 0.05
H 1.806147 2.068324 -0.944775 -0.37 0.56 -0.01 0.02
H 0.924880 2.559146 -3.857221 0.11 0.39 -0.23 0.11
H 1.416156 3.994697 -2.886789 -0.01 0.06 -0.41 0.12
H -0.371269 3.665862 -1.341750 -0.09 0.62 -0.33 0.12
H -0.828749 2.188108 -1.911757 0.23 -0.27 -0.51 0.10
H -1.642242 3.061283 -4.101099 -0.41 -0.20 0.23 0.13
H -1.168276 4.667508 -3.653472 0.30 -0.18 -0.17 0.14
H -3.737130 5.101008 -4.247375 0.16 -0.10 -0.15 0.15
H -3.752573 3.302468 -4.316507 0.25 0.10 -0.08 0.13
H -5.522037 5.120722 -2.714751 -0.28 -0.09 -0.04 0.12
H -5.888792 3.626091 -3.602174 -0.33 0.02 0.38 0.13
H -5.269840 3.882545 -0.746015 0.27 0.01 0.13 0.12
H -5.420004 2.395662 -1.678507 -0.04 0.00 0.43 0.12
H -2.859626 3.333902 -0.715122 0.07 -1.32 0.39 0.13
H -3.187896 2.127130 -2.177974 0.35 -0.46 0.85 0.13
H -1.896956 5.349857 -1.193572 -0.02 0.37 0.06 0.11
H -3.591394 5.826071 -1.564928 -0.02 -0.05 0.02 0.12
H -2.295826 6.106374 -2.773737 -0.02 0.28 0.20 0.12
C -3.663152 3.985504 4.096219 -0.33 -0.72 -0.37 -0.05
C -2.225259 3.494218 4.338377 -0.48 1.16 0.06 -0.15
N -2.126567 2.040445 4.457278 0.85 -0.69 0.10 -0.04
C -2.508733 1.284448 5.544398 -0.34 -0.18 0.23 0.01
C -2.266233 -0.022241 5.255213 0.42 0.98 0.45 0.01
N -1.556743 -0.022326 4.075073 -0.98 -1.09 -0.13 -0.08
C -1.555575 1.205835 3.577207 0.11 0.44 -0.09 -0.02
C -1.119827 -1.260134 3.417605 -0.62 -0.35 0.04 -0.03
H -4.379950 3.204704 4.360721 0.05 0.02 0.15 0.08
H -3.842523 4.181164 3.038969 0.07 0.15 0.03 0.07
H -3.940982 4.860750 4.675803 0.29 0.10 -0.02 0.09
H -1.858650 3.985569 5.238210 0.18 -0.50 0.22 0.13
H -1.558359 3.834759 3.549622 0.04 -0.27 -0.11 0.12
H -2.838176 1.708574 6.478941 -0.39 0.14 -0.23 0.15
H -2.577182 -0.899101 5.795470 0.42 -0.12 0.04 0.15
H -1.197781 1.453987 2.590288 0.25 0.08 0.09 0.14
H -0.990023 -1.052643 2.357731 0.40 -0.15 0.13 0.01
H -1.876748 -2.030837 3.579278 -0.40 0.35 -0.24 0.10
H -0.262211 -1.722031 3.903457 0.48 0.68 -0.17 0.10
C 5.018660 -0.614066 0.177328 1.60 1.04 0.14 -0.05
C 4.720649 0.693972 0.918785 -1.04 -0.49 0.07 -0.16
N 4.712679 0.498448 2.381279 -0.45 0.33 -0.30 -0.05
C 5.852901 0.352233 3.098123 0.67 -0.19 1.41 0.00
C 5.509666 0.272230 4.420975 -0.25 -0.01 -0.63 0.03
N 4.129212 0.340353 4.459864 -0.14 0.08 -0.32 -0.09
C 3.677243 0.528403 3.219111 0.03 -0.49 -0.20 -0.04
C 3.248043 0.216529 5.634346 0.78 0.00 -0.23 0.04
H 4.396652 -1.462499 0.440115 -0.40 0.23 -0.02 0.06
H 6.060000 -0.872568 0.391734 -0.07 -0.30 -0.03 0.08
H 5.017854 -0.366140 -0.883497 -0.32 -0.34 -0.09 0.09
H 3.733168 1.026572 0.599029 -0.07 0.16 0.37 0.07
H 5.424630 1.508337 0.766286 0.19 -0.25 -0.47 0.14
H 6.840527 0.298877 2.672923 -0.08 0.14 -0.18 0.15
H 6.126550 0.237788 5.301917 -0.07 -0.20 0.04 0.15
H 2.640846 0.600662 2.918130 0.06 -0.02 -0.09 0.09
H 3.863486 -0.207453 6.423347 -0.13 0.35 0.27 0.11
H 2.456471 -0.503291 5.446022 -0.09 0.14 -0.22 0.09
H 2.873924 1.212646 5.847986 -0.13 -0.14 0.44 0.11
C 3.329999 -6.726037 -1.745844 -0.17 -1.64 0.34 -0.04
C 3.273432 -6.991599 -0.221813 0.10 1.30 -0.40 -0.11
N 2.543124 -5.835300 0.359887 0.40 0.60 1.34 -0.05
C 3.088298 -4.584316 0.622130 -0.29 -0.35 -1.23 0.00
C 2.072406 -3.778478 1.013818 -0.11 0.16 0.47 -0.02
N 0.933801 -4.562096 1.101719 0.73 -0.38 -0.47 -0.08
C 1.271784 -5.800072 0.716224 -0.15 -0.26 -0.68 -0.02
C -0.434124 -4.121225 1.367127 0.26 -0.61 0.10 0.02
H 2.355300 -6.857266 -2.215861 -0.07 0.09 0.08 0.08
H 3.973872 -7.500241 -2.166327 0.04 0.17 -0.19 0.09
H 3.729793 -5.752984 -2.017095 0.12 0.07 0.32 0.08
H 4.285660 -6.997504 0.179252 -0.05 0.21 0.16 0.13
H 2.794131 -7.872467 0.198500 -0.15 -0.26 -0.75 0.14
H 4.077524 -4.369713 0.255101 0.14 0.13 0.45 0.14
H 2.049793 -2.718742 1.235069 -0.07 -0.03 -0.02 0.07
H 0.617076 -6.641334 0.545969 -0.21 0.11 0.34 0.18
H -0.464181 -3.044256 1.228247 -0.15 -0.01 0.02 0.07
H -0.720079 -4.439520 2.368971 -0.05 0.30 0.05 0.11
H -1.065883 -4.660233 0.662576 -0.21 0.33 0.00 0.10
C 1.691499 -2.258898 -2.731362 -0.15 -0.46 -0.31 -0.05
C 0.254737 -2.367734 -2.216680 1.29 1.00 0.75 -0.17
N -0.785667 -1.890438 -3.137221 -0.54 -0.76 -0.11 -0.03
C -0.726543 -0.989995 -4.176223 0.08 0.62 0.84 0.02
C -1.994223 -0.845440 -4.651077 0.52 -0.15 -0.07 0.01
N -2.773336 -1.785646 -4.016264 0.07 1.05 0.36 -0.08
C -2.036355 -2.335932 -3.046876 -0.05 -0.47 -0.81 -0.01
C -4.169523 -2.085013 -4.294810 -1.04 -0.87 0.53 0.03
H 1.896047 -1.362174 -3.314639 -0.17 -0.07 -0.12 0.07
H 1.927613 -3.156571 -3.301898 0.25 0.24 -0.26 0.09
H 2.378281 -2.194858 -1.888189 -0.16 -0.13 0.15 0.07
H 0.251344 -1.738949 -1.317062 -0.52 -0.05 -0.03 0.05
H 0.053476 -3.399184 -1.938373 -0.29 0.00 -0.12 0.12
H 0.180051 -0.436388 -4.350139 -0.12 0.02 -0.26 0.13
H -2.391373 -0.054722 -5.263157 -0.08 -0.44 -0.51 0.14
H -2.366415 -3.112201 -2.377610 -0.06 0.01 -0.02 0.17
H -4.780256 -1.285068 -4.706614 0.62 0.46 0.07 0.11
H -4.620805 -2.379680 -3.346642 -0.10 0.03 -0.09 0.10
H -4.297590 -2.926965 -4.974803 0.45 0.00 -0.05 0.12
Cl 1.030055 -0.118392 0.821174 -0.13 -0.26 0.15 -0.29
```
Positions in Å, forces in eV/Å.

The calculation puts the frontier orbital gap at 0.3321 Ha. As for the net charge: +4. The value obtained for the highest occupied orbital energy is -17.380 eV.